Entry from OMol25: one molecule with the formula C2H5N3O2 at a distorted geometry (ωB97M-V/def2-TZVPD).

As for the LUMO energy: 0.84 eV. Its SMILES is N=C1NOCON1. The calculation puts the electronic energy at -10714.824 eV. Its spin multiplicity is 1. The calculation puts the energy above the lowest of the compared OMol25 structures with the same formula, charge and spin at 161.1 kcal per mole. The orbital gap is 0.3786 hartree.

Cartesian coordinates (Å):
N (1.24936, -1.42237, -1.36224)
C (0.55055, -0.66177, -0.59562)
N (-0.59978, -0.17246, -0.94641)
O (-1.07291, 1.01982, -0.24187)
C (-0.87950, 0.86949, 1.11359)
O (0.57549, 0.85151, 1.08624)
N (0.68132, -0.53063, 0.88899)
H (1.10154, -1.54582, -2.36051)
H (-0.59559, 0.32403, -1.87673)
H (-1.21399, -0.01497, 1.60849)
H (-1.43091, 1.79178, 1.57477)
H (1.63442, -0.50860, 1.11129)


Entry from OMol25: C16H13Br2N4O4OsP as an isolated structure at a distorted geometry (ωB97M-V/def2-TZVPD).

As for the LUMO energy (alpha / beta): -10.00 / -9.99 eV. The calculation puts the electronic energy at -182766.209 eV. Its spin multiplicity is 1. The calculation puts the energy above the lowest of the compared OMol25 structures with the same formula, charge and spin at 240.0 kcal per mole. The orbital gap (alpha / beta) is 0.1644 / 0.1635 hartree. The charge is +2.

Cartesian coordinates (Å):
Os (0.17651, -0.46247, -1.71392)
Br (4.06463, 1.16292, 0.10533)
C (2.76857, 0.13889, 0.93866)
C (2.50655, 0.15980, 2.25089)
C (1.51541, -0.76015, 2.87320)
Br (2.02440, -1.84335, 5.88594)
C (0.11134, -0.83706, 2.59749)
C (-0.85144, -1.34813, 3.48544)
C (-1.97329, -1.93730, 2.97778)
C (-2.11592, -2.08709, 1.54876)
N (-1.24493, -1.69311, 0.68492)
C (-0.05004, -1.10292, 1.14357)
C (1.83817, -0.69519, 0.04520)
O (2.04462, -0.76888, -1.33009)
H (3.06231, 0.79221, 2.93570)
H (-0.69666, -1.26514, 4.55457)
H (-2.75880, -2.29874, 3.62665)
H (-3.02363, -2.53298, 1.15552)
N (0.46044, -0.11944, 0.12500)
C (1.34972, -1.86882, 0.92386)
C (2.11457, -2.53495, 1.84559)
C (1.92920, -2.16401, 3.28878)
N (2.15703, -2.81580, 4.32846)
C (3.43448, -2.89899, 1.44842)
N (4.49269, -3.18716, 1.10257)
C (0.45900, 2.51132, -4.54119)
O (-0.49359, 1.47912, -4.12974)
P (-1.03334, 1.20991, -2.69695)
O (-1.10292, 2.61152, -2.01269)
C (-1.41190, 2.80339, -0.60700)
O (-2.44378, 0.57219, -2.85659)
C (-3.52938, 1.14841, -3.66394)
H (0.24808, 2.70091, -5.58727)
H (1.46601, 2.12244, -4.42002)
H (0.30619, 3.40715, -3.94737)
H (-0.59570, 2.41291, -0.00320)
H (-2.35163, 2.31125, -0.36250)
H (-1.50592, 3.87477, -0.47021)
H (-4.37800, 0.49046, -3.52207)
H (-3.21936, 1.16241, -4.70442)
H (-3.74967, 2.14971, -3.30313)


Entry from OMol25: one molecule with the formula C5H10O (ωB97M-V/def2-TZVPD).

As for the LUMO energy: 1.09 eV. Its SMILES is COC1(C)CC1. The calculation puts the electronic energy at -7393.159 eV. Its spin multiplicity is 1. The calculation puts the energy above the lowest of the compared OMol25 structures with the same formula, charge and spin at 37.0 kcal per mole. The orbital gap is 0.3765 hartree.

Cartesian coordinates (Å):
C (-2.00010, -0.15186, 0.67580)
O (-1.01457, -0.79328, -0.09438)
C (0.25494, -0.20747, -0.23893)
C (0.73897, -0.47635, -1.64718)
C (0.64328, 1.08922, 0.40992)
C (1.25616, -0.21455, 0.88109)
H (-1.95595, -0.42543, 1.74300)
H (-1.94134, 0.93993, 0.59087)
H (-2.96788, -0.46639, 0.27132)
H (1.81567, -0.28767, -1.73940)
H (0.53695, -1.52394, -1.90162)
H (0.20135, 0.15676, -2.36455)
H (1.24803, 1.77824, -0.17625)
H (-0.04199, 1.58117, 1.09494)
H (0.92938, -0.57318, 1.85523)
H (2.29709, -0.42518, 0.64013)


Copy entry 1 word for word.
Entry from OMol25: one molecule with the formula C2H5N3O2 at a distorted geometry (ωB97M-V/def2-TZVPD).

As for the LUMO energy: 0.84 eV. Its SMILES is N=C1NOCON1. The calculation puts the electronic energy at -10714.824 eV. Its spin multiplicity is 1. The calculation puts the energy above the lowest of the compared OMol25 structures with the same formula, charge and spin at 161.1 kcal per mole. The orbital gap is 0.3786 hartree.

Cartesian coordinates (Å):
N (1.24936, -1.42237, -1.36224)
C (0.55055, -0.66177, -0.59562)
N (-0.59978, -0.17246, -0.94641)
O (-1.07291, 1.01982, -0.24187)
C (-0.87950, 0.86949, 1.11359)
O (0.57549, 0.85151, 1.08624)
N (0.68132, -0.53063, 0.88899)
H (1.10154, -1.54582, -2.36051)
H (-0.59559, 0.32403, -1.87673)
H (-1.21399, -0.01497, 1.60849)
H (-1.43091, 1.79178, 1.57477)
H (1.63442, -0.50860, 1.11129)


> The lowest electronic energy belongs to which entry?

C16H13Br2N4O4OsP


> electronic energy of number 2 (C16H13Br2N4O4OsP)?

-182766.209 eV


> The highest electronic energy belongs to which entry?

C5H10O